# 1
Here is the ion C4H7ClNO2 with charge +1 at a distorted geometry from the OMol25 dataset. Energies are from ωB97M-V/def2-TZVPD.

molecular weight = 136.6 g/mol
calculated total energy = -821.5344 Eh
energy above the lowest of the compared OMol25 structures with the same formula, charge and spin = 4.880 eV
charge = +1
gap between HOMO and LUMO (alpha / beta) = 8.4 / 8.4 eV

Geometry (Å):
C 0.80658 -1.44385 -0.03911
C 1.64937 0.49693 -0.54828
C -1.20587 -1.21063 1.19709
C -0.58767 1.54531 -0.73177
N -0.17179 -0.69814 0.33686
O 1.23367 -2.49064 -0.27943
O 0.18430 0.75631 0.18299
Cl 2.95219 1.04872 0.42123
H 1.67161 0.79164 -1.66943
H -0.73262 -1.55605 2.08446
H -2.05651 -0.39750 1.34910
H -1.61571 -2.14045 0.70807
H -0.62946 0.89101 -1.63954
H -1.47677 1.97441 -0.32884
H -0.02134 2.43293 -1.04339

Atoms 1-6, force components in eV/Å:
C 4.08 2.99 -3.03
C 0.47 -3.48 -0.18
C -2.83 0.99 -0.09
C -0.07 -0.42 -2.62
N -1.56 2.04 -0.49
O -0.53 -0.48 0.75

Mulliken population analysis, charges in e, atoms 1 to 4: atom 1 (C): 0.52, atom 2 (C): -0.23, atom 3 (C): -0.78, atom 4 (C): -0.71

***

# 2
Here is a cluster of 2 separate species, C4H7ClO in total at a distorted geometry from the OMol25 dataset. Energies are from ωB97M-V/def2-TZVPD.

molecular weight = 106.6 g/mol
calculated total energy = -691.8239 Eh
energy above the lowest of the compared OMol25 structures with the same formula, charge and spin = 6.040 eV
gap between HOMO and LUMO (alpha / beta) = 8.7 / 7.9 eV

Geometry (Å):
C 0.38747 -1.70972 0.33172
C -0.34533 -0.70530 -0.04472
C -1.58526 0.09020 -0.27469
C 1.74728 1.08284 -0.29527
O -1.94869 0.90413 0.82039
Cl 2.97125 0.02209 0.16575
H 1.40471 -1.52310 0.32047
H -0.12560 -2.58492 0.48920
H -2.23969 -0.72271 -0.57465
H -1.55095 0.59055 -1.28863
H 1.44977 1.36568 -1.23688
H 1.24494 1.57381 0.57653
H -1.40992 1.61645 1.01078

Atoms 1-6, force components in eV/Å:
C -2.35 2.08 -1.09
C 1.37 2.61 -0.03
C 1.56 -0.49 -1.33
C -1.86 -0.18 3.85
O -2.84 -3.19 -0.91
Cl 0.57 0.17 -0.52

Mulliken population analysis, charges in e, atoms 1 to 4: atom 1 (C): -0.54, atom 2 (C): 0.17, atom 3 (C): -0.36, atom 4 (C): -0.63

***

# 3
Here is a cluster of 2 separate species, C4H7ClOS in total at a distorted geometry from the OMol25 dataset. Energies are from ωB97M-V/def2-TZVPD.

molecular weight = 138.6 g/mol
calculated total energy = -1090.1254 Eh
energy above the lowest of the compared OMol25 structures with the same formula, charge and spin = 2.735 eV
gap between HOMO and LUMO = 9.1 eV

Geometry (Å):
C -1.15168 -1.26949 -0.26533
C 1.75742 0.82646 0.01435
C 0.09232 -1.02639 -0.56139
C 1.21504 -0.55668 0.39641
O -3.65932 -0.66212 0.03296
S -2.64622 -1.69961 0.26872
Cl -2.31511 2.62695 0.07043
H 2.43262 0.76525 -0.87182
H 0.94915 1.44882 -0.08877
H 2.44440 1.29717 0.71470
H 0.40445 -1.14894 -1.65298
H -2.39927 1.32686 -0.04077
H 2.07726 -1.37785 0.48035
H 0.79892 -0.55042 1.50314

Atoms 1-6, force components in eV/Å:
C -1.82 -0.61 1.14
C 2.59 -1.81 -0.32
C 1.53 0.04 -0.98
C 0.41 -1.58 2.49
O -0.18 0.41 0.21
S 2.33 0.33 -1.14

Mulliken population analysis, charges in e, atoms 1 to 4: atom 1 (C): -0.32, atom 2 (C): -1.06, atom 3 (C): 0.15, atom 4 (C): -0.18

***

# 4
Here is the molecule C4H7ClOS at a distorted geometry from the OMol25 dataset. Energies are from ωB97M-V/def2-TZVPD.

molecular weight = 138.6 g/mol
calculated total energy = -1090.1016 Eh
energy above the lowest of the compared OMol25 structures with the same formula, charge and spin = 3.382 eV
gap between HOMO and LUMO (alpha / beta) = 8.0 / 8.0 eV

Geometry (Å):
C -3.10095 0.12108 0.76575
C 2.28184 0.05958 -0.68763
C 0.81702 0.22296 -0.43052
C 0.27727 -0.84141 0.44576
O -3.90641 0.47256 1.57380
S -1.17419 -0.51239 1.28596
Cl -3.29927 -0.00002 -0.96195
H 2.69402 0.98711 -0.96684
H 2.82800 -0.28749 0.18931
H 2.44568 -0.50400 -1.62254
H 0.27346 0.16022 -1.33396
H 0.55205 1.16849 0.16356
H 0.23073 -1.79656 0.14984
H -0.91924 0.74988 1.42945

Atoms 1-6, force components in eV/Å:
C 0.33 0.23 1.70
C 0.28 -0.42 -0.72
C -0.45 0.75 2.01
C -2.21 3.07 1.66
O 0.98 -0.48 -1.41
S 0.41 -1.33 0.37

Mulliken population analysis, charges in e, atoms 1 to 4: atom 1 (C): 0.41, atom 2 (C): -1.28, atom 3 (C): -0.03, atom 4 (C): -0.52

***

# 5
Here is a cluster of 2 separate species, C4H7F2N3O2 in total at a distorted geometry from the OMol25 dataset. Energies are from ωB97M-V/def2-TZVPD.

molecular weight = 167.1 g/mol
calculated total energy = -670.9987 Eh
energy above the lowest of the compared OMol25 structures with the same formula, charge and spin = 0.366 eV
SMILES string = [H]/N=C(\N)N=C.OC(O)=C(F)F
gap between HOMO and LUMO = 9.1 eV

Geometry (Å):
C -0.87002 2.33436 -0.24704
C 0.54468 -1.23303 -0.03805
C -0.93719 -0.66491 1.79925
C -2.11424 1.85097 -0.06037
N 0.65041 -1.07507 -1.40249
N 1.28804 -2.05503 0.55632
N -0.26125 -0.38967 0.77270
O -0.02891 2.06596 -1.29631
O -0.41761 3.31588 0.51686
F -2.88278 2.10725 1.00315
F -2.77407 0.86903 -0.81035
H -1.50912 0.05839 2.33612
H -1.07690 -1.58175 2.20029
H 1.60703 -1.20795 -1.73028
H 0.27369 -0.18810 -1.65888
H 1.94466 -2.57583 0.03477
H -1.07040 3.94151 0.76469
H 0.18925 2.93914 -1.62141

Atoms 1-6, force components in eV/Å:
C -2.23 -0.74 -1.14
C 1.11 -1.34 1.32
C 0.74 1.32 -1.83
C -0.48 -1.77 -1.47
N -0.73 0.86 -0.07
N -0.45 -0.27 2.58

Mulliken population analysis, charges in e, atoms 1 to 4: atom 1 (C): 0.72, atom 2 (C): 0.40, atom 3 (C): -0.43, atom 4 (C): 0.13

***

# 6
Here is the molecule C4H7F2NO4 at a distorted geometry from the OMol25 dataset. Energies are from ωB97M-V/def2-TZVPD.

molecular weight = 171.1 g/mol
calculated total energy = -711.9142 Eh
energy above the lowest of the compared OMol25 structures with the same formula, charge and spin = 0.000 eV
SMILES string = O=[N+]([O-])C(CO)(CO)C(F)F
gap between HOMO and LUMO = 10.7 eV

Geometry (Å):
C -0.98985 -0.06608 1.05843
C 1.30867 -0.85984 0.09436
C -0.85444 -0.43795 -1.50295
C 0.07349 0.01189 -0.06895
N 0.51680 1.41394 -0.23786
O 1.66315 1.69605 -0.34831
O -0.37532 2.23704 -0.22464
O -2.20317 0.45074 0.79621
O 2.02610 -0.64688 1.28369
F -1.05281 -1.81404 -1.36037
F -0.28088 -0.19940 -2.63681
H -0.48581 0.25077 1.94853
H -1.15736 -1.11428 1.27018
H 2.17363 -0.59852 -0.75167
H 1.02702 -1.90200 0.07663
H -1.81025 0.17604 -1.29173
H -2.25071 1.36734 0.67062
H 2.67175 0.03516 1.22464

Atoms 1-6, force components in eV/Å:
C 2.27 -1.24 0.07
C 2.99 1.07 -2.03
C -0.60 0.57 4.78
C -1.01 -1.45 -2.48
N -1.65 0.05 0.12
O 1.98 0.16 -0.23

Mulliken population analysis, charges in e, atoms 1 to 4: atom 1 (C): -0.92, atom 2 (C): -0.95, atom 3 (C): 0.25, atom 4 (C): 0.71

***

# 7
Here is a structure of composition C4H7F2NO4S2 at a distorted geometry from the OMol25 dataset. Energies are from ωB97M-V/def2-TZVPD.

molecular weight = 235.2 g/mol
calculated total energy = -1508.3480 Eh
energy above the lowest of the compared OMol25 structures with the same formula, charge and spin = 0.249 eV
gap between HOMO and LUMO = 11.8 eV

Geometry (Å):
C -0.86923 0.17972 0.09489
C -1.75793 -1.11855 -0.02900
C 1.15347 -0.73889 -1.01520
C 0.15091 0.37094 -0.97445
N -3.11066 0.90408 0.96058
O -2.27132 2.03939 -1.25014
O -1.36385 2.69999 0.87700
O -4.39419 -1.23357 0.85400
O -3.89939 -0.06353 -1.27922
F -1.55482 -1.69662 -1.16317
F -1.37022 -1.93561 1.01411
S -1.98486 1.68954 0.09397
S -3.52682 -0.51453 0.01809
H -0.36673 0.06443 1.00931
H 0.46969 -1.58125 -1.17745
H 1.69962 -0.87688 -0.13149
H 1.75944 -0.62340 -1.82967
H -0.41169 0.37642 -1.97023
H 0.54626 1.35628 -1.07042
H -3.91366 1.38363 1.31041

Atoms 1-6, force components in eV/Å:
C -1.69 0.91 -1.03
C 1.52 2.17 1.89
C -2.85 -0.72 0.50
C -1.38 0.02 -2.91
N -0.30 -1.60 -0.89
O -0.74 -0.12 -0.47

Mulliken population analysis, charges in e, atoms 1 to 4: atom 1 (C): -0.45, atom 2 (C): 0.86, atom 3 (C): -1.37, atom 4 (C): -0.72

***

# 8
Here is the molecule C4H7F2P at a distorted geometry from the OMol25 dataset. Energies are from ωB97M-V/def2-TZVPD.

molecular weight = 124.1 g/mol
calculated total energy = -697.6073 Eh
energy above the lowest of the compared OMol25 structures with the same formula, charge and spin = 0.000 eV
SMILES string = FC(F)(P)C1CC1
gap between HOMO and LUMO = 11.2 eV

Geometry (Å):
C -1.31739 1.25555 0.10475
C -1.44874 -0.06896 0.85808
C -0.12628 0.55768 0.52615
C 0.78482 -0.19541 -0.59058
F 0.17292 -0.73339 -1.71930
F 1.38171 0.87625 -1.18193
P 2.26052 -1.23911 0.01677
H -1.54712 1.32349 -0.89265
H -1.37418 2.16984 0.51014
H -1.87896 -0.03806 1.92018
H -1.66212 -0.83133 0.20385
H 0.47145 0.93020 1.33781
H 2.68833 -1.45599 -1.25774
H 1.59504 -2.55076 0.16447

Atoms 1-6, force components in eV/Å:
C 0.29 -2.16 0.15
C -0.24 2.86 2.37
C 1.73 -3.50 -1.24
C -0.37 1.41 0.45
F -0.81 -0.46 1.55
F 1.25 1.02 -0.15

Mulliken population analysis, charges in e, atoms 1 to 4: atom 1 (C): -0.79, atom 2 (C): -0.57, atom 3 (C): -0.08, atom 4 (C): 0.44

***

# 9
Here is a cluster of 2 separate species, C4H7F3N3 in total at a distorted geometry from the OMol25 dataset. Energies are from ωB97M-V/def2-TZVPD.

molecular weight = 154.1 g/mol
calculated total energy = -619.9831 Eh
charge = +1
⟨S²⟩ = 2.026
multiplicity = 3
gap between HOMO and LUMO (alpha / beta) = 6.5 / 7.3 eV

Geometry (Å):
C -0.59207 -1.12504 0.62387
C 0.59130 -1.69827 2.61114
C 0.89730 2.05938 -1.73037
C -2.07266 -0.84126 0.35076
N -0.12372 -1.44859 1.66643
N 1.24922 -0.05412 -0.70150
N 0.97105 0.67868 -1.71351
F -2.21034 -0.48444 -0.95499
F -2.81204 -1.88181 0.64900
F -2.57015 0.22983 0.94380
H 1.08433 -0.97683 3.19229
H 0.81563 -2.72638 2.68348
H 1.06052 2.57254 -2.70691
H -0.23804 2.34567 -1.48550
H 1.66919 2.63668 -0.95318
H 1.57562 0.54929 0.06636
H 0.70485 0.16467 -2.54116

Atoms 1-6, force components in eV/Å:
C -1.30 0.52 -0.65
C 2.52 -1.92 2.61
C -0.89 4.82 1.59
C -0.94 1.56 -2.58
N -1.89 1.57 -3.09
N -0.13 -0.78 2.92

Mulliken population analysis, charges in e, atoms 1 to 4: atom 1 (C): -0.06, atom 2 (C): -0.26, atom 3 (C): -0.70, atom 4 (C): 0.91

***

# 10
Here is the molecule C4H7F3O4SSi at a distorted geometry from the OMol25 dataset. Energies are from ωB97M-V/def2-TZVPD.

molecular weight = 236.2 g/mol
calculated total energy = -1444.8089 Eh
gap between HOMO and LUMO = 11.7 eV

Geometry (Å):
C 0.80456 -1.00234 0.10314
C -1.67722 -0.30086 -1.77940
C 0.96310 1.55171 -1.33184
C -1.23127 1.20949 0.93840
O 0.94410 -1.55614 3.31375
O 2.31661 -2.80298 1.77774
O 1.84740 -0.46024 1.20097
O 0.15481 -1.93058 0.97439
F -0.34593 2.02633 1.56463
F -1.76081 0.47269 1.87868
F -2.26986 1.99380 0.49879
Si -0.30805 0.33367 -0.59107
S 1.39775 -1.76097 1.99332
H 1.45755 -1.51980 -0.51669
H -2.20683 -1.07162 -1.07060
H -2.23011 0.56911 -2.04634
H -1.38616 -0.95194 -2.63181
H 0.58389 2.40667 -1.77005
H 1.39820 1.73149 -0.37107
H 1.54829 1.06250 -2.13493

Atoms 1-6, force components in eV/Å:
C 0.11 1.14 1.73
C 1.02 -2.84 2.36
C -0.84 -2.82 0.42
C 0.31 0.83 -0.88
O -0.28 0.73 -0.06
O 0.81 -0.67 -0.56

Mulliken population analysis, charges in e, atoms 1 to 4: atom 1 (C): -0.04, atom 2 (C): -1.04, atom 3 (C): -1.11, atom 4 (C): 0.81

***

# 11
Here is the molecule C4H7FN2 at a distorted geometry from the OMol25 dataset. Energies are from ωB97M-V/def2-TZVPD.

molecular weight = 102.1 g/mol
calculated total energy = -365.7898 Eh
energy above the lowest of the compared OMol25 structures with the same formula, charge and spin = 5.134 eV
gap between HOMO and LUMO (alpha / beta) = 8.5 / 8.5 eV

Geometry (Å):
C -0.59713 1.92204 -0.33072
C 0.32430 1.28218 0.27313
C -1.75102 -0.27723 -0.48835
C 1.57847 -0.97182 0.52946
N -0.54977 -0.88015 -0.34298
N 0.40281 -0.16787 0.35854
F -2.55996 -0.30927 0.56766
H -0.87619 2.93016 -0.39814
H 1.20017 1.73503 0.64626
H -2.31567 -0.32412 -1.36418
H 1.84461 -0.88077 1.54802
H 1.21578 -1.98529 0.52542
H 2.34618 -0.81952 -0.21771
H -0.26258 -1.25337 -1.30641

Atoms 1-6, force components in eV/Å:
C -2.92 -2.65 -0.52
C 1.52 -2.06 -0.47
C 1.35 2.63 1.34
C -0.80 0.12 0.26
N -0.84 -0.88 -2.80
N -0.53 0.60 0.48

Mulliken population analysis, charges in e, atoms 1 to 4: atom 1 (C): -0.88, atom 2 (C): 0.10, atom 3 (C): -0.20, atom 4 (C): -1.04

***

# 12
Here is a structure of composition C4H7FN2S at a distorted geometry from the OMol25 dataset. Energies are from ωB97M-V/def2-TZVPD.

molecular weight = 134.2 g/mol
calculated total energy = -763.8554 Eh
energy above the lowest of the compared OMol25 structures with the same formula, charge and spin = 8.972 eV
gap between HOMO and LUMO = 8.1 eV

Geometry (Å):
C 0.52959 -0.96908 2.27584
C 1.04964 0.05264 1.27194
C -1.15541 -0.25890 -1.18579
C -0.94650 1.01967 -2.11988
H -0.86057 -1.26172 1.99512
H 1.45305 -2.12914 1.84915
H 0.99606 -0.23636 3.45748
H 0.80910 1.02880 -0.51907
H -1.91154 -1.33649 -1.64066
H -1.23471 0.65293 -3.27114
H -1.58974 1.94638 -1.75282
N 0.38892 0.42368 0.29451
N -0.61765 -0.62422 -0.15805
F 0.38845 1.24093 -2.06338
S 2.70129 0.45087 1.56676

Atoms 1-6, force components in eV/Å:
C 0.01 -0.87 0.15
C 5.31 -2.24 5.55
C -4.47 -2.39 -5.37
C -2.94 -1.92 -0.91
H 4.63 0.81 1.53
H -3.18 3.38 1.87

Mulliken population analysis, charges in e, atoms 1 to 4: atom 1 (C): -0.69, atom 2 (C): 0.02, atom 3 (C): -0.11, atom 4 (C): -0.16